Entry 1:
Molecular formula: C15H31ClO4P2Re
Method: DFT, wB97M-V/def2-TZVPD

Highest occupied orbital energy (alpha / beta) = -14.09 / -14.20 eV
Gap between HOMO and LUMO (alpha / beta) = 5.55 / 5.27 eV
Total charge = +2
2S+1 = 4
ΔE to the lowest compared entry with this formula, charge and spin = 0.0 kcal per mole

The geometry in XYZ format:
```
54
Properties=species:S:1:pos:R:3:forces:R:3:lowdin_charge:R:1
P 2.492169 0.970291 1.074561 1.57 0.14 0.70 0.988
P 1.371819 -1.765839 -1.422136 0.45 -0.05 -0.03 0.855
C 3.244634 -0.605360 0.435637 -0.15 0.12 0.08 -0.291
C 3.008276 -0.964260 -1.040269 -0.24 -0.35 -0.38 -0.368
H 2.930718 -1.410264 1.126101 0.08 0.31 -0.26 0.088
H 4.339000 -0.489139 0.594517 -0.61 0.21 0.10 0.119
H 3.117615 -0.083842 -1.694726 0.11 -0.34 0.19 0.079
H 3.735632 -1.724619 -1.352582 0.25 0.41 0.13 0.098
C 1.557352 -3.343556 -0.523805 0.08 -0.27 -0.26 -0.246
H 0.590319 -3.862870 -0.552320 0.30 -0.04 0.07 0.055
H 1.840426 -3.185250 0.527193 -0.16 -0.07 -0.32 0.043
H 2.320258 -3.964078 -1.015978 -0.21 0.02 0.26 0.062
C 1.500988 -2.196272 -3.174214 0.27 -0.26 -0.18 -0.253
H 2.230604 -3.001437 -3.328217 -0.14 0.19 -0.16 0.058
H 1.788343 -1.314356 -3.761566 -0.10 -0.23 0.10 0.056
H 0.507917 -2.529324 -3.498396 0.29 0.01 -0.07 0.049
C 3.354426 1.263674 2.653423 0.07 -0.24 0.12 -0.160
H 2.818598 1.992448 3.277015 0.11 -0.19 -0.26 0.073
H 4.363590 1.656314 2.450378 -0.35 -0.21 0.02 0.076
H 3.454554 0.321062 3.215711 -0.07 0.33 -0.16 0.075
C 2.974655 2.351663 -0.002728 -0.05 0.04 -0.24 -0.148
H 2.854161 2.056017 -1.052885 0.03 0.17 0.22 0.057
H 4.019194 2.653734 0.165552 -0.28 -0.34 0.01 0.083
H 2.340601 3.230168 0.184964 0.14 -0.32 0.02 0.082
Re -3.822692 0.164903 0.409660 -5.16 -1.30 1.85 1.640
C -2.166684 -0.215008 -1.182046 1.43 -0.33 -0.31 -0.178
C -1.973053 -0.919700 0.027361 1.00 -1.39 -1.52 -0.267
C -0.652675 -1.011116 0.798298 0.37 0.05 1.06 -0.208
C -0.224283 -0.026281 1.900606 0.40 0.09 0.19 -0.119
C 0.699870 1.177948 1.390025 -1.08 -0.63 0.82 -0.376
C 0.127925 1.824980 0.213663 -1.34 1.06 0.37 -0.149
C -0.001527 1.236394 -1.100759 0.27 -0.39 -1.84 -0.227
C -1.436122 1.004372 -1.681414 0.72 0.14 -0.44 -0.146
C -3.406657 2.146720 0.470513 -0.02 0.89 -0.14 -0.216
H -2.664742 -0.794392 -1.977167 -0.67 0.53 0.53 0.144
H -2.483313 -1.900656 0.044580 0.26 0.19 -0.24 0.131
H 0.174809 -1.014974 0.042765 -1.15 -0.01 0.17 -0.018
H -0.603790 -2.038992 1.207626 -0.41 0.57 0.01 0.132
H -1.126079 0.400402 2.380915 0.65 0.03 -0.03 0.115
H 0.318506 -0.597508 2.680688 -0.32 0.37 -0.30 0.126
H 0.670791 1.921963 2.209721 0.37 -0.35 -0.25 0.135
H -0.355379 2.787806 0.377041 0.19 -0.06 -0.07 0.125
H 0.572492 0.300920 -1.235878 -0.39 0.49 0.23 0.015
H 0.484450 1.923898 -1.814377 -0.27 0.08 -0.04 0.136
H -2.006047 1.919789 -1.493723 0.12 -0.30 -0.24 0.085
H -1.386922 0.947176 -2.798214 0.03 -0.13 0.88 0.149
H -3.256407 2.579900 -0.525140 -0.40 -0.16 0.22 0.036
H -2.466072 2.310506 1.016531 -0.29 -0.07 0.20 0.033
H -4.251236 2.663434 0.931692 0.16 0.11 0.25 0.056
O -6.963488 -2.043917 0.887002 -0.33 1.11 -0.16 -0.496
Cl -7.661810 -0.776929 0.539796 -0.13 -0.17 1.01 1.018
O -5.232873 -0.093813 -0.548781 3.19 0.47 0.95 -0.390
O -7.551336 0.358531 1.499801 0.21 -1.02 -0.78 -0.490
O -4.111509 -0.291262 2.043982 1.19 1.11 -2.08 -0.325
```
Forces are in eV/Å.

Entry 2:
Molecular formula: C15H31F3O5P
Method: DFT, wB97M-V/def2-TZVPD

Highest occupied orbital energy = -2.12 eV
Gap between HOMO and LUMO = 4.24 eV
Total charge = -1
2S+1 = 1
ΔE to the lowest compared entry with this formula, charge and spin = 0.0 kcal per mole

The geometry in XYZ format:
```
55
Properties=species:S:1:pos:R:3:forces:R:3:lowdin_charge:R:1
C 2.698032 -0.434020 2.547913 -0.16 0.06 0.11 -0.123
C 1.948820 -1.737398 2.283251 0.03 -0.07 0.01 -0.269
C 0.479924 -1.685137 2.736247 0.06 -0.10 0.12 -0.221
C -0.519284 -2.447099 1.853400 -0.01 0.00 0.03 -0.203
C -0.377668 -2.229134 0.340770 -0.06 0.04 0.11 -0.218
C -0.278061 -0.769053 -0.122009 -0.10 0.04 -0.08 -0.209
C -1.625177 -0.025808 -0.228433 0.10 0.09 -0.08 -0.195
C -2.054291 0.798074 1.008137 -0.09 0.03 -0.29 -0.207
C -3.534944 0.701182 1.350876 0.33 -0.35 0.25 -0.221
C -3.929486 -0.673481 1.749531 0.09 -0.20 -0.10 -0.268
O -5.339259 -0.942295 1.593370 -0.18 0.12 -0.01 -0.189
C -5.658665 -2.283012 1.799953 0.05 -0.12 0.05 -0.167
C -3.942683 1.689551 2.321693 -0.07 0.33 0.06 -0.562
F -4.884341 2.634069 1.887349 0.07 0.00 0.15 0.012
F -4.534633 1.192474 3.466936 0.00 0.17 -0.09 0.050
F -2.919094 2.507773 2.791915 -0.22 0.00 0.01 0.030
H 3.705055 -0.450477 2.123098 -0.02 0.01 0.07 0.060
H 2.772981 -0.242550 3.623233 0.06 0.00 -0.06 0.069
H 2.153231 0.409595 2.114017 0.08 -0.05 -0.05 0.066
H 2.009582 -1.969736 1.217151 -0.01 0.05 0.06 0.090
H 2.461239 -2.550675 2.811272 -0.01 -0.02 -0.15 0.099
H 0.161410 -0.643835 2.836489 0.03 -0.03 -0.14 0.088
H 0.415266 -2.110141 3.745076 -0.05 0.14 -0.01 0.104
H -1.527943 -2.160263 2.161603 0.04 0.01 0.05 0.089
H -0.429879 -3.520348 2.067694 -0.02 0.03 -0.09 0.103
H 0.487306 -2.797433 -0.022690 -0.01 0.10 0.02 0.091
H -1.252559 -2.674531 -0.149636 0.09 -0.04 0.03 0.103
H 0.207455 -0.759319 -1.102345 -0.02 -0.01 0.05 0.085
H 0.388614 -0.197949 0.535108 0.01 -0.06 -0.07 0.092
H -2.414534 -0.734803 -0.497482 0.07 0.02 0.00 0.091
H -1.544750 0.665465 -1.074550 -0.11 -0.05 0.02 0.096
H -1.824234 1.843558 0.784061 0.10 -0.06 0.14 0.100
H -1.382670 0.540126 1.855480 -0.05 -0.10 -0.03 0.092
H -3.384633 -1.394840 1.121066 0.02 0.03 0.04 0.091
H -3.698128 -0.940684 2.808420 0.00 -0.03 -0.07 0.115
H -4.899965 -2.797311 2.410278 -0.08 0.04 -0.01 0.073
H -5.744204 -2.821776 0.842536 0.04 -0.03 0.06 0.074
H -6.616560 -2.361189 2.327358 0.02 0.03 -0.08 0.073
C 4.356027 2.712736 -1.374977 -0.03 0.03 0.04 -0.084
O 3.642742 2.936251 -2.603605 0.13 -0.06 0.00 -0.218
P 2.692779 1.766208 -3.092108 -0.06 0.09 0.01 0.329
O 1.817322 1.152605 -2.104371 0.02 -0.08 -0.02 -0.195
O 3.654694 0.677814 -3.753371 0.03 0.00 0.06 -0.213
C 4.722446 1.086874 -4.608157 -0.02 0.01 -0.06 -0.099
O 2.013742 2.528739 -4.300501 0.01 -0.03 -0.05 -0.215
C 0.929654 1.863256 -4.973026 -0.06 0.01 0.01 -0.077
H 5.311918 3.223551 -1.462701 -0.01 0.02 0.00 0.086
H 3.783846 3.125274 -0.546974 -0.01 -0.02 0.00 0.094
H 4.521069 1.649614 -1.196046 0.00 0.00 -0.01 0.088
H 5.650229 1.131910 -4.037487 0.00 0.02 0.01 0.087
H 4.527020 2.060387 -5.058508 -0.01 0.00 -0.01 0.085
H 4.817911 0.338749 -5.392329 0.01 -0.01 0.01 0.087
H 0.642002 0.948503 -4.455834 0.00 0.01 0.02 0.087
H 1.241387 1.635284 -5.991006 0.01 0.00 0.00 0.086
H 0.080448 2.541441 -4.986113 0.01 0.01 -0.01 0.091
```
Forces are in eV/Å.

Entry 3:
Molecular formula: C15H31F5NiOP2Te
Method: DFT, wB97M-V/def2-TZVPD

Highest occupied orbital energy (alpha / beta) = -5.81 / -5.71 eV
Gap between HOMO and LUMO (alpha / beta) = 5.44 / 5.32 eV
Total charge = 0
2S+1 = 3
ΔE to the lowest compared entry with this formula, charge and spin = 141.5 kcal per mole

The geometry in XYZ format:
```
56
Properties=species:S:1:pos:R:3:forces:R:3:lowdin_charge:R:1
P -0.327818 -1.795781 -4.591396 -0.94 3.01 0.23 0.886
P 0.319169 1.953906 -5.191477 0.76 1.72 -0.20 1.009
C -0.511840 -0.659081 -6.009035 0.01 -0.30 -0.43 -0.300
C 0.588102 0.407860 -6.137526 -0.40 -0.40 -0.23 -0.314
H -1.514698 -0.192118 -5.957016 0.40 -0.34 -0.05 0.084
H -0.498944 -1.297642 -6.899192 -0.04 0.22 -0.14 0.093
H 1.584411 0.023778 -5.881231 -0.38 0.18 0.16 0.084
H 0.622410 0.720090 -7.195696 0.01 0.25 0.06 0.096
C -0.770818 2.955593 -6.263911 -0.21 -0.11 -0.51 -0.185
H -1.212072 3.787910 -5.702294 0.13 -0.29 -0.10 0.065
H -1.580503 2.345315 -6.679960 0.07 0.17 0.05 0.053
H -0.175445 3.366515 -7.096124 -0.33 -0.24 0.25 0.056
C 1.914165 2.835028 -5.459347 0.23 -0.13 -0.18 -0.169
H 1.895755 3.300111 -6.452066 0.02 -0.11 0.19 0.052
H 2.765322 2.141842 -5.422487 -0.29 0.25 0.05 0.058
H 2.065494 3.622784 -4.709906 -0.10 -0.31 -0.16 0.069
C -1.599298 -3.031541 -4.796077 -0.27 -0.85 -0.62 -0.195
H -1.624001 -3.704594 -3.928991 0.02 0.22 -0.15 0.069
H -1.359947 -3.622154 -5.692182 -0.28 -0.03 0.20 0.055
H -2.579746 -2.557994 -4.928149 0.22 -0.09 0.10 0.059
C 1.239837 -2.673300 -4.871064 0.22 -0.14 0.06 -0.180
H 2.074313 -1.973185 -5.000521 -0.34 -0.17 0.21 0.059
H 1.133020 -3.252796 -5.799856 -0.19 0.10 0.19 0.065
H 1.467814 -3.362532 -4.050645 -0.05 0.16 -0.13 0.049
Ni 0.848379 -2.051848 -1.708117 0.35 0.36 1.66 0.314
C -0.178717 2.669749 -3.523209 0.44 -0.59 0.39 -0.376
C -1.543384 2.410019 -3.086842 -0.37 0.65 0.06 -0.090
C -2.408166 1.363149 -3.610921 -0.95 -0.33 0.35 -0.212
C -2.113310 0.027437 -2.918443 0.67 -0.47 -0.48 -0.139
C -0.745666 -0.619465 -3.214979 0.06 -3.67 2.54 -0.413
C 0.654776 -0.157951 -3.224421 1.49 -1.43 -1.93 -0.360
C 1.538460 0.957772 -2.906055 0.70 0.58 1.80 -0.301
C 0.853826 2.226466 -2.469912 0.86 0.62 -0.38 -0.184
C 1.229685 -3.351571 -0.283946 -0.49 -0.04 -0.71 -0.209
H -0.073759 3.755147 -3.670169 0.20 -0.11 -0.51 0.125
H -1.842181 2.892835 -2.150637 0.17 -0.18 -0.32 0.129
H -2.389450 1.234170 -4.707965 0.05 0.22 0.26 0.086
H -3.428563 1.651302 -3.311858 0.05 -0.27 -0.42 0.124
H -2.157169 0.148770 -1.826121 0.06 0.12 -0.35 0.114
H -2.871228 -0.705960 -3.193911 -0.17 -0.08 0.02 0.109
H -0.731034 -1.440690 -2.378950 -1.25 0.87 -0.39 0.062
H 1.363962 -1.073356 -3.063906 -0.53 0.83 -0.60 0.039
H 2.237946 1.099402 -3.747669 0.21 0.34 0.34 0.071
H 2.147474 0.645299 -2.045604 0.14 0.35 -0.13 0.112
H 0.380274 2.060722 -1.508883 -0.11 0.07 -0.12 0.070
H 1.606575 3.027387 -2.345921 -0.29 -0.27 0.07 0.126
H 2.312590 -3.317838 -0.175532 0.12 -0.26 0.10 -0.047
H 0.880787 -4.333971 -0.624188 0.27 -0.13 0.50 -0.060
H 0.754948 -3.048895 0.669083 0.08 -0.14 -0.61 -0.025
F -0.960678 -0.849933 1.648132 -0.09 0.45 0.34 -0.382
Te 0.141682 0.544481 1.057817 1.02 -1.10 -1.46 1.837
F 1.535579 -0.007814 2.220662 -0.79 0.43 -0.38 -0.384
F -0.523315 1.584094 2.513003 0.46 -0.74 -1.06 -0.377
F -1.290596 1.288445 0.037748 0.01 0.11 0.59 -0.400
F 1.162788 2.076118 0.568563 -0.38 -0.31 0.57 -0.390
O 0.699603 -0.411085 -0.410698 -0.29 1.33 1.42 -0.589
```
Forces are in eV/Å.

Entry 4:
Molecular formula: C15H31N5P
Method: DFT, wB97M-V/def2-TZVPD

Highest occupied orbital energy = -9.80 eV
Gap between HOMO and LUMO = 5.50 eV
Total charge = +1
2S+1 = 1

The geometry in XYZ format:
```
52
Properties=species:S:1:pos:R:3:forces:R:3:lowdin_charge:R:1
C -0.119953 1.295985 2.425095 -0.02 0.11 0.40 -0.155
C 1.382289 1.945166 2.238501 -0.50 0.32 -0.41 -0.262
C 2.585045 0.790258 2.150811 -0.64 1.51 0.08 -0.218
C 2.407269 -0.021287 0.737237 0.16 -0.21 0.71 -0.189
C 3.635697 -1.117781 0.446974 0.12 1.95 0.21 -0.133
N 3.018951 -2.482384 0.079710 -0.87 0.64 -3.97 0.107
C 2.451673 -2.603588 -1.192090 0.78 -0.72 0.07 -0.133
N 2.354319 -1.457542 -2.189326 -0.25 -2.96 1.86 0.024
C 1.076712 -1.572089 -3.023465 -1.04 -0.22 0.17 -0.177
C -0.075507 -2.203304 -2.010610 1.13 1.57 0.40 -0.398
P -1.836803 -2.231569 -2.747346 -1.12 -0.99 -0.09 0.858
C -1.926217 -1.366654 -4.449572 0.65 0.37 -0.72 -0.340
C -2.957353 -1.410313 -1.436602 0.13 1.50 1.48 -0.341
C 0.346246 -3.725758 -1.478149 -1.79 0.49 0.49 -0.391
N -0.475023 -4.746472 -2.242099 1.64 -0.23 1.41 -0.021
N 1.848185 -3.964378 -1.591990 -0.39 3.03 0.87 0.058
H -0.916222 1.933570 1.822552 1.67 -1.41 1.33 0.083
H -0.396885 1.343567 3.575708 0.43 -0.28 -2.45 0.079
H -0.175777 0.159850 2.067800 0.12 2.51 0.77 0.066
H 1.577872 2.723025 3.116899 -0.27 -1.87 -1.85 0.115
H 1.327906 2.606313 1.246926 0.49 -1.55 2.04 0.113
H 2.492548 0.136074 3.117328 0.26 0.95 -2.00 0.120
H 3.603622 1.406511 2.210451 -2.04 -1.62 -0.33 0.127
H 1.421617 -0.673970 0.759499 1.87 1.62 -0.07 0.095
H 2.347865 0.793664 -0.116791 0.13 -1.95 1.66 0.127
H 4.376683 -1.199780 1.362469 -1.81 -0.23 -1.87 0.146
H 4.254241 -0.653074 -0.444673 -1.21 -1.55 1.72 0.133
H 3.035121 -3.309633 0.751204 -0.06 1.37 -1.54 0.196
H 3.200304 -1.353280 -2.773371 -0.33 -0.03 0.73 0.139
H 1.192767 -2.229268 -3.985133 -0.10 1.10 1.81 0.130
H 0.813904 -0.473365 -3.370282 0.45 -2.35 0.84 0.142
H -0.105143 -1.498193 -1.053038 0.26 -1.32 -1.94 0.106
H -1.183155 -1.968198 -5.165163 -1.63 1.30 1.59 0.059
H -1.609601 -0.234826 -4.448924 -0.87 -2.11 -0.21 0.048
H -3.017561 -1.553254 -4.872268 2.34 0.59 1.02 0.066
H -2.392580 -1.504441 -0.390522 -1.13 0.15 -2.18 0.044
H -3.993948 -1.954502 -1.277505 2.24 1.11 -0.73 0.057
H -3.109726 -0.248161 -1.602850 0.09 -2.36 0.37 0.055
H 0.060870 -3.742713 -0.334331 0.76 -0.03 -2.16 0.155
H 0.079076 -5.606104 -2.480436 -0.68 1.05 0.70 0.092
H -1.259201 -5.006407 -1.601953 0.90 0.06 -1.12 0.086
H 2.023445 -4.162603 -2.603387 0.14 0.73 0.91 0.129
N -3.023730 4.126043 3.578073 -0.01 -0.04 0.02 -0.003
C -1.758013 4.649172 3.524847 0.12 0.02 -0.07 -0.159
C -1.818675 5.841232 2.838178 0.29 -0.24 0.17 -0.114
C -3.169547 6.047152 2.469420 -0.39 -0.15 -0.01 -0.112
C -3.892062 4.974311 2.941561 -0.04 0.06 -0.09 -0.140
H -3.277502 3.251436 4.018861 0.08 0.38 -0.14 0.146
H -0.924509 4.129030 3.977545 -0.12 0.12 -0.06 0.096
H -0.980724 6.492769 2.626829 -0.14 -0.11 0.06 0.092
H -3.572080 6.887876 1.919299 0.05 -0.15 0.12 0.094
H -4.946727 4.741888 2.878100 0.19 0.08 0.00 0.107
```
Forces are in eV/Å.

| no. | total energy (eV) |
| --- | --- |
| 1 | -57452.8235 |
| 2 | -43738.3835 |
| 3 | -98598.2204 |
| 4 | -32784.2491 |